[1]
8
Properties=species:S:1:pos:R:3:lowdin_charge:R:1 method="wB97M-V/def2-TZVPD" gap_ev=10.48 de_lowest_kcal_mol=84.4 e_tot_ev=-9743.032
C 1.685 -0.278 -0.092 -0.45
C 0.099 -0.465 0.223 0.07
C -1.048 -0.647 0.232 -0.05
C -2.473 -0.362 -0.037 -0.11
H 0.906 1.508 0.581 0.29
N -3.629 0.149 -0.411 0.12
O 1.901 1.136 -0.152 -0.04
O 2.559 -1.042 -0.344 0.16

[2]
88
Properties=species:S:1:pos:R:3:lowdin_charge:R:1 method="wB97M-V/def2-TZVPD" gap_ev=7.32 de_lowest_kcal_mol=0.0 total_charge=+2 e_tot_ev=-170406.947
Sc 0.370 -0.055 0.104 0.46
O -3.312 5.298 -0.657 0.13
C -2.655 4.153 -0.460 -0.28
C -3.068 2.919 -0.957 0.03
C -2.287 1.824 -0.708 -0.11
N -1.144 1.859 0.012 -0.06
C -0.807 3.052 0.511 -0.71
Br 0.688 3.074 1.643 0.87
C -1.498 4.218 0.304 -0.01
H -4.120 5.163 -1.162 0.13
H -3.984 2.816 -1.534 0.13
H -2.574 0.856 -1.090 0.11
H -1.168 5.155 0.733 0.14
C 2.723 -2.845 -2.074 -0.29
Sb 1.785 -2.766 -0.168 1.31
C 1.055 -4.765 -0.161 -0.29
C 3.595 -3.122 0.932 -0.30
C 3.346 -3.770 2.275 -0.28
C 3.260 -5.164 2.366 -0.06
C 2.972 -5.803 3.561 -0.07
C 2.766 -5.044 4.704 -0.07
C 2.887 -3.662 4.635 -0.05
C 3.189 -3.008 3.437 -0.28
C 3.396 -1.509 3.453 -0.30
Sb 1.657 -0.332 3.019 1.23
C 0.531 -0.927 4.729 -0.29
C 2.472 1.450 3.852 -0.35
H 3.274 -3.780 -2.126 0.02
H 3.404 -1.999 -2.167 0.01
H 1.983 -2.805 -2.871 0.00
H 1.829 -5.388 -0.617 0.02
H 0.133 -4.842 -0.745 0.01
H 0.870 -5.102 0.863 0.01
H 4.113 -2.167 0.989 0.03
H 4.153 -3.780 0.264 0.07
H 3.442 -5.761 1.472 0.12
H 2.926 -6.888 3.604 0.11
H 2.544 -5.525 5.649 0.11
H 2.773 -3.070 5.541 0.11
H 4.173 -1.161 2.774 0.06
H 3.653 -1.178 4.457 0.07
H 1.183 -0.838 5.607 0.03
H 0.194 -1.965 4.634 0.01
H -0.336 -0.271 4.858 0.01
H 3.024 1.166 4.749 0.02
H 1.677 2.146 4.127 -0.02
H 3.151 1.922 3.138 -0.01
C -3.710 -2.919 -2.928 0.00
N -3.020 -2.282 -1.785 -0.10
C -3.496 -2.645 -0.443 0.01
C -2.009 -1.437 -1.946 -0.45
C -1.692 -0.963 -3.333 0.04
O -1.345 -1.025 -0.960 -0.14
H -4.211 -3.809 -2.561 0.10
H -3.006 -3.225 -3.697 0.10
H -4.460 -2.260 -3.365 0.11
H -4.581 -2.718 -0.473 0.11
H -3.210 -1.882 0.263 0.06
H -3.089 -3.605 -0.121 0.11
H -2.579 -0.910 -3.964 0.10
H -0.970 -1.636 -3.808 0.12
H -1.247 0.022 -3.257 0.06
Cl -3.938 1.001 4.140 0.76
C -3.000 -0.205 3.358 -0.65
C -3.178 -1.543 3.636 -0.05
C -2.370 -2.456 2.978 -0.03
C -1.442 -1.999 2.066 -0.19
N -1.278 -0.700 1.799 -0.06
C -2.039 0.182 2.445 -0.17
H -3.927 -1.860 4.356 0.13
H -2.457 -3.520 3.174 0.13
H -0.802 -2.686 1.539 0.08
H -1.874 1.231 2.248 0.10
N -0.550 3.152 -4.026 0.15
C 0.610 2.855 -3.339 -0.46
O 0.426 1.663 -2.623 0.02
C 1.707 3.568 -3.179 0.11
I 3.092 0.791 -0.089 0.36
H -0.967 2.378 -4.520 0.10
H -0.478 3.975 -4.604 0.11
H 2.478 3.258 -2.480 0.07
H 1.843 4.499 -3.732 0.09
C 1.995 0.496 -4.094 0.06
C 1.122 0.558 -2.894 -0.57
O 0.986 -0.400 -2.145 -0.17
H 2.107 -0.546 -4.391 0.10
H 2.973 0.876 -3.795 0.11
H 1.632 1.110 -4.916 0.10

[3]
89
Properties=species:S:1:pos:R:3:lowdin_spin:R:1 method="wB97M-V/def2-TZVPD" multiplicity=4 gap_ev="5.80 / 6.38" de_lowest_kcal_mol=23.9 e_tot_ev=-115948.698
V -2.223 -0.344 -0.107 2.06
C -4.117 -0.811 -2.990 0.00
N -2.659 -0.757 -2.833 0.02
C -2.094 0.342 -3.624 0.00
C -2.240 1.675 -2.917 0.00
N -1.450 1.729 -1.679 0.01
C -0.017 1.731 -1.982 0.00
C -1.868 2.837 -0.856 0.00
C -1.120 4.004 -0.750 0.00
C -1.530 5.049 0.072 0.00
C -2.719 4.942 0.775 0.00
C -3.475 3.779 0.672 0.00
C -3.058 2.711 -0.117 0.01
S -3.990 1.203 -0.137 -0.01
C -2.008 -2.016 -3.100 0.00
C -2.397 -2.799 -4.184 0.00
C -1.796 -4.019 -4.451 0.00
C -0.775 -4.466 -3.625 0.00
C -0.371 -3.689 -2.550 0.00
C -0.977 -2.462 -2.265 0.01
S -0.389 -1.540 -0.869 0.00
H -4.422 -0.754 -4.043 0.00
H -4.570 0.023 -2.453 0.00
H -4.497 -1.735 -2.561 0.00
H -2.602 0.418 -4.594 0.00
H -1.047 0.129 -3.830 0.00
H -3.286 1.839 -2.664 0.00
H -1.925 2.480 -3.595 0.00
H 0.238 2.458 -2.765 0.00
H 0.298 0.740 -2.296 0.00
H 0.543 1.971 -1.081 0.00
H -0.200 4.111 -1.311 0.00
H -0.919 5.940 0.154 0.00
H -3.058 5.755 1.406 0.00
H -4.395 3.672 1.235 0.00
H -3.189 -2.445 -4.834 0.00
H -2.124 -4.613 -5.295 0.00
H -0.295 -5.419 -3.813 0.00
H 0.425 -4.029 -1.897 0.00
O -0.650 1.509 3.146 0.04
C -1.227 0.751 2.246 0.07
O -1.034 0.901 1.030 0.05
C -2.067 -0.348 2.698 0.14
C -2.328 -0.776 3.972 -0.01
C -3.119 -1.915 4.151 0.15
C -3.637 -2.586 3.031 0.00
C -3.362 -2.113 1.781 0.12
N -2.572 -1.009 1.610 0.20
C -3.775 -2.589 0.453 0.06
O -4.519 -3.663 0.268 0.03
O -3.389 -1.961 -0.525 0.04
H -0.094 2.153 2.674 0.00
H -1.913 -0.231 4.810 0.00
H -3.330 -2.281 5.145 0.01
H -4.251 -3.470 3.167 0.00
H -4.766 -4.055 1.116 0.00
C 1.213 -2.328 3.158 0.00
Si 2.911 -1.590 3.430 0.00
C 2.819 -0.243 4.719 0.00
C 4.068 -2.943 3.997 0.00
C 3.552 -0.869 1.831 0.00
Te 2.083 0.456 1.006 0.00
C 3.447 2.064 0.595 0.00
Si 4.487 1.846 -0.946 0.00
C 5.136 0.105 -1.088 0.00
C 3.464 2.237 -2.454 0.00
C 5.917 3.042 -0.835 0.00
H 0.686 -2.448 4.111 0.00
H 1.281 -3.312 2.683 0.00
H 0.594 -1.696 2.511 0.00
H 2.869 -0.665 5.728 0.00
H 1.885 0.319 4.629 0.00
H 3.647 0.465 4.612 0.00
H 3.773 -3.326 4.980 0.00
H 5.099 -2.582 4.074 0.00
H 4.056 -3.782 3.294 0.00
H 3.776 -1.646 1.096 0.00
H 4.460 -0.281 1.990 0.00
H 4.061 2.209 1.488 0.00
H 2.818 2.955 0.497 0.00
H 4.311 -0.613 -1.048 0.00
H 5.836 -0.133 -0.281 0.00
H 5.660 -0.032 -2.039 0.00
H 2.766 1.424 -2.676 0.00
H 4.112 2.372 -3.326 0.00
H 2.885 3.158 -2.322 0.00
H 6.567 2.799 0.012 0.00
H 5.564 4.070 -0.704 0.00
H 6.527 3.011 -1.744 0.00

[4]
7
Properties=species:S:1:pos:R:3:lowdin_charge:R:1 method="wB97M-V/def2-TZVPD" gap_ev=7.77 smiles=CSS de_lowest_kcal_mol=39.3 e_tot_ev=-22770.584
C 0.287 -0.664 -0.525 -0.59
S -0.244 1.303 1.779 0.30
S 0.858 1.087 -0.571 0.44
H 0.553 -1.094 -1.609 0.07
H -0.859 -0.654 -0.448 0.04
H 0.905 -1.246 0.109 -0.01
H -1.499 1.267 1.266 -0.25

[5]
22
Properties=species:S:1:pos:R:3:lowdin_charge:R:1 method="wB97M-V/def2-TZVPD" gap_ev=10.76 de_lowest_kcal_mol=26.0 total_charge=+1 e_tot_ev=-10887.035
C 1.823 0.136 -0.432 -0.15
C 0.564 0.134 -1.319 -0.16
C -0.249 -1.088 -0.918 -0.20
N -2.866 -1.651 0.159 0.14
C -1.799 -1.319 0.919 -0.22
N -0.644 -0.985 0.486 -0.04
N 1.290 0.493 0.921 0.12
H 2.561 0.864 -0.746 0.12
H 2.288 -0.846 -0.434 0.13
H 0.819 0.272 -2.368 0.12
H 0.034 1.066 -1.095 0.12
H 0.249 -2.053 -0.992 0.13
H -1.122 -1.021 -1.583 0.11
H -3.704 -1.948 0.627 0.11
H -2.849 -1.953 -0.789 0.09
H -1.906 -1.264 1.995 0.14
H 1.969 0.191 1.620 0.16
H 0.468 -0.208 1.056 0.07
H 1.068 1.484 1.006 0.11
H 1.719 3.887 0.780 0.08
H 0.959 3.859 -0.535 0.05
O 1.396 3.281 0.083 -0.04

[6]
24
Properties=species:S:1:pos:R:3:lowdin_spin:R:1 method="wB97M-V/def2-TZVPD" multiplicity=2 gap_ev="3.84 / 10.08" de_lowest_kcal_mol=34.3 e_tot_ev=-9911.298
C -0.680 0.860 2.966 0.05
C -1.281 0.369 1.694 0.03
C -2.048 1.094 0.898 0.01
N -0.874 -0.958 1.331 0.04
H -1.019 1.869 3.179 0.00
H -0.960 0.215 3.800 0.00
H 0.412 0.850 2.901 0.04
H -2.463 0.695 -0.027 0.00
H -2.289 2.118 1.160 0.00
H -0.755 -1.551 2.144 0.04
H 0.497 -0.869 0.614 0.02
H -1.547 -1.397 0.719 0.01
N 0.606 0.199 -3.406 0.01
C 0.779 0.383 -1.967 0.03
C 1.379 -0.886 -1.388 0.11
N 1.487 -0.823 0.091 0.17
H 1.504 0.173 -3.856 0.00
H 0.119 0.994 -3.805 0.00
H -0.190 0.566 -1.521 0.01
H 1.412 1.234 -1.698 0.03
H 0.763 -1.734 -1.652 0.02
H 2.371 -1.048 -1.796 0.04
H 2.051 -1.627 0.467 0.18
H 2.002 0.045 0.394 0.15

[7]
25
Properties=species:S:1:pos:R:3:lowdin_charge:R:1 method="wB97M-V/def2-TZVPD" gap_ev=3.32 de_lowest_kcal_mol=0.0 total_charge=-2 e_tot_ev=-100610.749
C 0.478 -2.274 -0.779 -0.12
I 2.833 -2.717 2.579 0.18
H 1.152 -1.828 -1.495 0.02
H -0.201 -3.068 -1.179 0.09
H 1.236 -2.769 -0.132 0.01
C -1.142 2.217 -0.470 -0.07
C -0.185 0.183 -0.129 -0.25
N -1.230 1.011 0.196 -0.07
H 0.382 2.921 -1.822 0.10
I 1.953 0.941 1.995 0.32
N 0.523 0.885 -1.043 -0.10
H -1.876 2.979 -0.298 0.10
Al 0.855 -1.331 2.027 -1.19
C -0.311 -1.395 0.088 -0.76
O -1.556 -1.521 0.258 -0.25
C -0.020 2.133 -1.214 -0.11
C 1.853 0.592 -1.571 -0.06
H 2.618 0.809 -0.814 0.02
H 2.041 1.167 -2.484 0.08
H 1.892 -0.453 -1.858 0.05
C -2.367 0.800 1.041 -0.10
H -3.253 0.439 0.504 0.09
H -2.576 1.748 1.553 0.08
H -2.073 0.042 1.795 -0.05
Se -1.024 -1.512 3.251 -0.04